1.
Formula: C14H19B3Br12O6S
Source: the Open Molecules 2025 dataset
Level of theory: ωB97M-V with the def2-TZVPD basis set

Structure (XYZ):
```
55
Properties=species:S:1:pos:R:3:forces:R:3:mulliken_charge:R:1
C 1.023052 3.011367 -4.141055 -2.9647 -9.4534 0.5958 -0.637
C 0.562457 1.663032 -4.207613 3.1258 8.5356 0.4742 0.023
C 0.072367 0.065953 -4.283148 0.4725 1.7035 0.6701 -0.281
B -0.513865 -0.260815 -2.747135 -0.7206 0.1637 0.2138 0.058
O -1.594278 -1.278953 -2.494811 2.2039 3.5801 2.8663 -0.006
B -1.877093 -1.076342 -1.029670 1.0829 -0.8779 -0.9799 0.407
C -3.359691 -0.511649 -0.504475 0.0879 1.9111 0.4594 -0.066
C -3.564903 0.988938 -1.214078 0.7560 7.6926 -4.9788 -0.063
C -3.563950 2.243272 -1.896627 1.1976 -9.1877 4.1778 -0.607
O -0.732148 -1.370992 -0.122230 -0.6739 3.8366 -2.4998 -0.337
B 0.216407 -0.236396 -0.404361 0.0543 0.1026 -0.3940 0.155
C 1.408283 0.242589 0.640357 0.0515 0.2276 -0.4248 -0.485
C 0.658973 0.943714 1.921685 -0.0426 -0.3474 0.4131 -0.020
C 1.063258 0.148196 3.335757 -1.3506 -0.0262 -0.8439 -0.591
C -0.323470 0.233995 4.267266 0.0988 0.0838 -2.2085 -0.447
S -0.122574 -0.970207 5.689319 5.0768 -0.2192 5.0620 1.076
O 1.351935 -1.486254 5.634377 -5.3145 1.0851 -0.8449 -0.624
O -0.325097 -0.333287 7.086940 -0.8420 -2.0362 -5.3427 -0.601
O -1.165740 -2.298533 5.447567 2.1048 0.9202 -0.5922 -0.493
O 0.078084 0.547754 -1.655274 -1.3659 -4.2373 0.3816 -0.218
H 1.452507 4.034148 -3.700618 -1.2800 -2.9161 -1.3635 0.283
H -0.730283 -0.093129 -5.120437 1.8038 0.3049 1.5518 0.309
H 1.042776 -0.586964 -4.411646 -1.9338 1.3084 -0.1092 0.291
H -3.273134 -0.289106 0.662286 -0.4179 -0.6337 -2.5145 0.213
H -4.236618 -1.244817 -0.755091 1.6425 1.7026 0.5580 0.212
H -3.192576 3.111530 -2.626724 -1.2344 -2.3670 2.1576 0.335
H 2.042723 -0.703385 0.928216 -1.1666 1.9013 -0.2551 0.334
H 2.128232 1.036034 0.121841 -1.5805 -1.8648 1.0395 0.057
H 0.926162 2.080583 2.003481 -0.5433 -2.3476 -0.2329 0.129
H -0.516695 0.883831 1.731986 2.4149 0.0942 0.6388 0.109
H 1.252808 -0.991766 3.046639 -0.3009 2.6185 0.8994 0.345
H 1.995217 0.625998 3.863316 -1.9477 -1.0837 -1.0141 0.193
H -1.188402 -0.130935 3.547680 1.6433 0.5680 1.8284 0.206
H -0.555284 1.337741 4.581895 0.4939 -2.3819 -0.0226 0.328
H -0.611928 -3.053462 5.048320 -0.7791 1.6773 0.8543 0.383
C -6.485839 -2.970814 -3.018937 -0.1499 0.1949 -0.0846 -0.394
Br -6.955672 -4.228258 -4.426868 0.1656 0.2780 0.3878 -0.051
Br -7.170831 -3.533805 -1.287391 0.2290 0.1075 -0.4245 -0.034
Br -4.571772 -2.628274 -2.963508 -0.5256 -0.2606 -0.2863 0.083
H -6.973671 -2.021204 -3.262423 0.2258 -0.4359 0.1121 0.385
C -1.764861 -5.662950 -3.352415 -0.2554 0.0431 -0.1027 -0.299
Br -1.617856 -4.532778 -1.775940 0.1556 -0.4541 -0.2967 0.053
Br -0.347575 -5.303398 -4.635555 -0.3230 -0.0837 0.3730 -0.033
Br -1.856603 -7.548979 -2.884936 0.0751 0.5037 -0.0993 -0.037
H -2.710996 -5.408337 -3.841316 0.4027 -0.0885 0.2254 0.313
C 2.873350 4.645522 1.453581 -0.1059 0.3018 0.0286 -0.355
Br 3.208446 3.264783 2.782281 0.0598 0.4338 -0.2666 -0.008
Br 4.519305 5.501261 0.867944 -0.5446 -0.3311 0.1174 -0.022
Br 1.835468 3.969850 -0.046527 0.2757 0.1446 0.2867 -0.001
H 2.267355 5.417034 1.939960 0.2773 -0.3744 -0.2081 0.436
C 8.086176 2.908209 1.293422 0.1942 -0.1126 0.0855 -0.336
Br 7.891450 4.750544 1.886765 0.1711 -0.4725 -0.1198 -0.032
Br 6.612949 1.792487 1.901035 0.3750 0.3146 -0.2153 0.032
Br 8.336881 2.790539 -0.632028 -0.1273 0.0601 0.4859 -0.004
H 8.996779 2.516882 1.758923 -0.4275 0.1938 -0.2185 0.334
```
Forces are in eV/Å.

Its max |F| is 0.198 Eh/bohr. For the orbital gap, the calculation gives 8.947 eV. The HOMO energy is -9.38 eV. The value obtained for the molar mass is 1306.65 u. As for the LUMO energy: -0.43 eV.


2.
Formula: C50H78Cl2N2O20
Source: the Open Molecules 2025 dataset
Level of theory: ωB97M-V with the def2-TZVPD basis set

Structure (XYZ):
```
152
Properties=species:S:1:pos:R:3:forces:R:3:mulliken_charge:R:1
C 0.680255 -20.217089 16.353215 -0.9544 0.0191 0.5921 -1.523
C 0.077999 -18.815420 16.561670 0.6693 0.0540 0.9172 0.319
C -1.340347 -18.821652 17.208822 -0.2999 -1.1924 0.5003 0.310
C -1.490753 -19.441132 18.601962 1.1291 1.2738 -3.5799 0.058
N -1.595288 -19.900178 19.632454 -0.3110 -0.7549 1.9091 -0.530
H 0.379320 -20.803730 17.221198 0.4710 -0.1953 0.2149 0.382
H 1.766729 -20.143343 16.305848 -0.1336 -0.1945 -0.0977 0.343
H 0.262901 -20.775576 15.515367 0.1355 0.2634 -0.3177 0.391
H 0.138545 -18.277890 15.615366 -0.6205 0.2301 0.0342 0.463
H 0.790277 -18.325297 17.225392 -0.1767 0.3083 0.1379 -0.210
H -1.916289 -19.456151 16.535169 -0.4426 -0.1132 0.1493 0.472
H -1.911449 -17.899929 17.320084 0.6014 0.4235 -0.3802 -0.371
C 1.616754 -13.891271 21.301080 0.2738 -1.2147 0.9195 -0.254
C 0.909546 -13.000559 20.368452 -0.0860 0.9930 -0.3016 1.289
C -0.534338 -13.362464 20.017765 -0.3437 -0.1341 -0.4590 1.205
C -0.688799 -14.605112 19.240172 0.4413 0.3699 0.0801 0.292
N -0.795113 -15.555419 18.603262 -0.0991 -0.1782 -0.0104 -0.227
H 1.012415 -14.122811 22.178159 -0.1849 -0.1612 0.0171 0.219
H 2.504857 -13.390756 21.686911 0.2482 -0.2960 -0.2761 -0.305
H 1.864252 -14.812613 20.773857 0.2966 -0.1747 0.3821 -0.156
H 1.532534 -12.934804 19.476455 -0.3460 0.1711 -0.3486 -0.683
H 0.980666 -12.025316 20.850054 -0.6784 0.4405 -0.3059 -0.133
H -1.021846 -12.589588 19.423551 0.2660 0.0957 -0.2050 -0.375
H -1.256075 -13.468253 20.827704 0.5834 0.0307 0.6051 -0.665
O 2.386896 -12.091153 26.947572 0.6096 0.1849 -0.6587 -0.652
C 2.878824 -11.722005 25.898220 -2.0557 -1.3164 1.7194 0.468
O 3.455741 -10.572546 25.765422 1.7884 3.3496 -0.8064 -0.368
C 3.828041 -10.269786 24.336640 -1.0910 -1.4335 1.1734 -0.288
C 2.989922 -11.311280 23.615303 0.1982 0.6127 -1.5815 0.577
C 2.870144 -12.430387 24.610412 0.4770 -0.7294 -0.5990 -0.257
H 4.872934 -10.537518 24.179738 0.1392 0.3912 0.3895 0.234
H 3.593227 -9.247171 24.041322 0.1645 -0.0411 0.5748 0.139
H 3.569746 -11.511210 22.714239 -0.2918 -0.6650 -0.1728 -0.339
H 2.031252 -10.924825 23.269320 -0.1542 0.0890 0.2932 0.045
H 3.835394 -12.935937 24.638627 0.0331 -0.6044 -0.2397 0.225
H 2.056407 -13.150786 24.526933 0.1590 0.1810 -0.1263 0.231
O 3.602411 -6.931960 22.868952 -1.8148 -1.1593 -2.7134 -0.602
C 2.907367 -7.218884 21.887906 1.6027 0.5461 2.4088 0.301
O 2.558957 -8.507383 21.563229 0.9134 0.2123 1.0386 -0.223
C 1.664580 -8.535932 20.482841 -0.4312 -0.9991 -1.1936 0.855
C 1.206720 -7.150339 20.301885 -1.4184 1.7789 -0.2994 -0.609
C 2.297460 -6.278220 20.873707 -0.0806 -0.6808 0.5932 -0.544
H 0.811322 -9.184284 20.682058 0.2677 -0.2624 0.3372 0.045
H 2.112898 -8.897450 19.557408 0.5810 -0.3421 0.1495 -0.463
H 0.301329 -7.028223 20.896412 -0.1017 0.2798 -0.0041 0.365
H 0.961785 -6.851999 19.282519 -0.0482 -0.2983 -0.0683 0.260
H 1.885304 -5.414206 21.394953 0.5652 0.2259 -0.3695 0.340
H 3.073766 -6.096808 20.130375 -0.0154 0.5817 0.0892 0.281
O -1.902331 -14.208755 23.263941 -0.8561 0.5365 -0.0622 -0.614
C -3.046430 -13.842736 23.510637 4.1345 0.6331 -1.2644 0.478
O -3.947291 -14.691034 23.827906 -2.2819 -0.9860 0.6454 -0.285
C -5.116176 -13.983084 24.267037 -1.6938 -0.8102 0.6199 -0.424
C -4.977139 -12.551507 23.821630 -0.7274 0.4368 0.2310 -0.438
C -3.524273 -12.417414 23.481362 -0.0621 0.2477 -0.1915 0.151
H -5.230214 -14.157923 25.336867 0.3926 0.3093 0.1498 0.306
H -6.021972 -14.402232 23.828925 0.4401 -0.3978 -0.1753 0.256
H -5.347243 -11.841782 24.561506 0.0395 -0.0676 0.0006 0.355
H -5.563815 -12.423944 22.911881 -0.1238 0.0991 0.0610 0.052
H -2.929826 -11.827037 24.178629 0.0196 0.0327 -0.1633 0.477
H -3.493290 -12.025036 22.464905 0.8434 -0.0073 0.1135 -0.318
O 5.027040 -12.817712 21.046742 0.8972 1.8718 -2.0670 -0.572
C 5.660434 -12.115351 20.247484 -2.0556 -1.6397 2.1912 0.304
O 6.960181 -12.297708 20.125671 1.4241 0.0642 -0.7557 -0.403
C 7.548074 -11.209326 19.365765 0.3327 0.4561 0.2165 -0.658
C 6.443851 -10.745499 18.447482 -0.6978 0.2229 0.2373 -0.649
C 5.195898 -10.984416 19.335265 0.8815 -0.9085 -1.0331 1.062
H 8.425858 -11.519818 18.799041 -0.0345 -0.3701 0.4346 0.370
H 7.827158 -10.481612 20.127766 0.1840 0.2643 -0.2403 0.282
H 6.474700 -11.364102 17.550547 -0.3849 -0.3103 0.0864 0.257
H 6.425434 -9.726678 18.060495 0.6351 0.1468 0.3876 0.468
H 4.436755 -11.351766 18.644707 -0.7689 0.3594 0.7619 -0.628
H 4.972292 -10.107815 19.943263 -0.4849 -0.0828 -0.1840 0.145
O -6.306456 -15.504127 21.857857 1.1924 -0.1818 -0.7565 -0.560
C -5.697216 -16.083678 20.978494 -0.5996 0.3690 2.0368 0.232
O -6.403902 -16.412687 19.872294 0.4867 -0.3310 0.0724 -0.341
C -5.619883 -17.266267 19.053871 1.2299 -0.0061 -0.3826 -0.974
C -4.169537 -17.016600 19.460060 0.6434 0.1847 0.1135 1.126
C -4.223104 -16.639448 20.956178 -2.1724 -0.1434 -1.8455 0.256
H -5.842063 -17.020809 18.015374 0.0147 -0.2219 0.0392 0.392
H -5.741532 -18.331926 19.247982 -1.0094 0.0344 0.0596 0.379
H -3.703573 -16.184190 18.932725 0.0917 -0.2049 -0.3852 -0.563
H -3.624018 -17.955251 19.362971 0.3612 0.3386 -0.3852 -0.142
H -3.434933 -15.936456 21.225771 -0.3461 -0.2235 0.5103 -0.366
H -4.245131 -17.602449 21.466327 0.2749 0.4231 0.8335 0.496
O 3.029505 -18.088881 18.556310 2.2697 4.7298 -0.9798 -0.692
C 3.562435 -16.976265 18.214112 -2.5247 -4.2768 1.1329 0.439
O 3.602363 -15.892739 18.987180 -0.5258 -0.1687 1.3534 -0.210
C 4.206762 -14.771225 18.367322 1.2207 0.1145 -0.8314 0.822
C 4.307614 -15.184546 16.902219 -1.1936 1.2240 -0.5593 -0.343
C 4.128152 -16.672393 16.870196 0.5649 -0.6290 0.0034 -0.437
H 5.198408 -14.563958 18.769531 0.0790 -0.4782 0.4497 0.120
H 3.666121 -13.834040 18.499575 -0.6190 -0.4144 0.2037 -0.654
H 5.136116 -14.704135 16.381732 0.0729 -0.3969 -0.0174 0.542
H 3.373997 -14.839624 16.457832 0.1415 0.5616 -0.3381 -0.095
H 5.043197 -17.256704 16.773344 -0.0188 -0.0775 -0.2435 0.248
H 3.374865 -16.983320 16.146330 0.3678 -0.1849 -0.1548 0.255
O -1.112486 -10.671508 14.480889 -0.2363 0.8254 1.5099 -0.600
C -1.120840 -10.102303 15.565214 0.5169 -3.1529 -1.2476 0.132
O -0.806999 -8.842404 15.681194 0.3001 1.8339 0.5593 -0.367
C -0.726431 -8.413949 17.069223 -0.0774 0.9493 -1.3029 0.019
C -1.087737 -9.584316 17.908629 -0.4458 -1.6836 1.4435 0.165
C -1.342915 -10.785851 16.937593 0.2225 1.3028 -0.9065 1.127
H -1.341172 -7.519256 17.167765 -0.1970 -0.1613 0.0184 0.287
H 0.301041 -8.103624 17.259204 0.0484 -0.0293 -0.2182 -0.281
H -1.932087 -9.467469 18.587980 -0.2867 0.3881 -0.3784 0.552
H -0.255283 -9.656000 18.608616 0.1113 -1.0227 -0.1206 -0.594
H -2.354058 -11.185847 16.862074 -0.2356 0.2917 0.6011 0.335
H -0.723088 -11.680439 16.997914 0.3896 0.3644 0.2500 -0.857
O -3.264136 -12.666614 20.092378 -0.3676 0.3643 0.3727 -0.568
C -4.216556 -12.892986 19.402226 1.0768 -0.8374 -0.7804 0.086
O -4.017308 -13.394071 18.154786 0.1882 -0.5780 -0.6069 -0.035
C -5.241549 -13.660484 17.453421 -1.6311 1.0901 0.7575 -0.068
C -6.290071 -12.909866 18.313768 -0.8021 0.8797 -0.8561 -1.160
C -5.655319 -12.752701 19.655416 -0.4627 0.4601 0.6303 0.228
H -5.549717 -14.704264 17.392983 0.8635 -0.1922 -0.0819 -0.104
H -5.234003 -13.157553 16.486405 0.4714 -0.5852 -0.1081 0.365
H -7.319961 -13.262467 18.369541 0.2977 -0.7715 -0.1267 0.408
H -6.440174 -11.927770 17.865383 0.2477 0.2340 -0.0092 0.383
H -5.976053 -13.533478 20.345064 0.0068 0.2018 0.3270 -0.215
H -5.788663 -11.748350 20.057404 -0.3067 -0.2264 0.4253 0.487
O 1.691142 -12.703769 16.931090 0.8437 1.5159 -0.7796 -0.337
C 2.108789 -11.685111 16.420384 -0.5260 0.4603 0.7023 -0.258
O 2.259082 -10.513249 17.195069 -0.0778 -0.8215 -0.3088 0.404
C 2.904281 -9.411014 16.474242 -0.2593 -2.0291 -0.4584 -0.287
C 2.696967 -9.811952 14.993142 0.1009 -0.1666 -0.4769 -0.888
C 2.430605 -11.341532 14.962788 -0.4997 0.4093 0.8914 -0.473
H 3.953237 -9.447795 16.768234 0.0527 0.3259 -0.0079 0.201
H 2.423068 -8.489965 16.803205 0.1162 -0.0715 -0.2325 0.231
H 3.538299 -9.609742 14.330295 0.0844 0.3855 0.2909 0.405
H 1.833844 -9.283574 14.588234 -0.0160 -0.0692 0.0208 0.274
H 3.219475 -11.979796 14.564793 0.2010 0.1806 0.2115 0.525
H 1.545808 -11.566887 14.367440 -0.0991 -0.1016 0.0803 0.181
O -1.955015 -18.676572 23.554819 -1.5607 -0.1227 0.5285 -0.595
C -0.904078 -18.362905 23.120540 0.6282 -0.2018 -0.4049 0.315
O 0.195239 -19.118712 23.396139 -0.0222 -0.2148 0.4060 -0.421
C 1.332331 -18.611398 22.719543 0.5505 -0.1685 0.3239 -0.530
C 0.970259 -17.216738 22.364528 0.4950 1.7123 -1.2814 0.003
C -0.538342 -17.230533 22.200496 0.6966 0.2988 -0.5744 1.307
H 1.520075 -19.216450 21.832544 -0.1255 -0.0115 -0.1453 0.239
H 2.237994 -18.653204 23.324618 -0.2330 -0.2426 0.3620 0.384
H 1.561004 -16.951641 21.487693 -0.3599 0.1306 -0.3556 -0.169
H 1.176146 -16.391525 23.046229 0.4707 -0.5953 0.7308 0.191
H -0.812181 -17.465845 21.172030 -0.2389 -0.3184 -0.0079 -0.332
H -0.953407 -16.250685 22.436557 -0.3927 -0.3352 0.3098 -0.346
Cl 0.261497 -14.459471 13.888475 -0.8413 0.2061 1.0385 -0.254
C -0.721952 -14.299976 15.446713 0.7275 -0.7635 0.6497 0.526
C -1.854241 -15.325571 15.579636 0.5618 0.6369 0.0881 1.128
Cl -3.058275 -14.915439 14.365218 -0.8282 -0.1593 -0.5323 -0.205
H -1.073891 -13.279443 15.597526 -0.2078 -0.0856 -0.8207 -0.033
H -0.001246 -14.428771 16.254245 0.0697 -0.3577 -0.1586 -0.385
H -2.333902 -15.237844 16.554488 0.2029 0.2775 0.0267 -0.756
H -1.573348 -16.374344 15.483316 0.3052 0.2453 -0.3072 -0.007
```
Forces are in eV/Å.

Its max |F| is 0.104 Eh/bohr. For the orbital gap, the calculation gives 8.814 eV. The HOMO energy is -9.22 eV. The value obtained for the molar mass is 1098.07 u. As for the LUMO energy: -0.41 eV.